(1)
{
  "formula": "Br2NO2S",
  "method": "the ωB97M-V functional and the def2-TZVPD basis",
  "relative_energy_ev": 0.817,
  "total_charge": -1,
  "mol_weight_g_mol": 237.9,
  "fmax_ev_per_a": 3.6,
  "e_homo_ev": [-3.74, -3.73],
  "species": ["N", "O", "O", "S", "Br", "Br"],
  "coordinates": [[-1.211, -0.432, -0.553], [1.746, 0.656, -1.306], [1.414, 0.818, 1.098], [1.203, 0.020, -0.066], [-1.928, 0.949, 0.470], [-1.224, -2.010, 0.357]],
  "forces_ev_per_a": [[1.1, 1.1, -1.0], [-1.1, -1.1, 1.8], [-0.3, 0.8, 1.2], [1.2, -0.1, -3.3], [-0.6, 0.6, 0.5], [-0.2, -1.3, 0.8]],
  "mulliken_charge": [-0.46, -0.52, -0.42, 0.67, -0.14, -0.12]
}

(2)
{
  "formula": "Br2NO3S",
  "method": "the ωB97M-V functional and the def2-TZVPD basis",
  "relative_energy_ev": 0.527,
  "total_charge": -1,
  "multiplicity": 3,
  "mol_weight_g_mol": 253.9,
  "fmax_ev_per_a": 4.1,
  "e_homo_ev": [-4.03, -5.57],
  "s_squared": 2.01,
  "species": ["N", "O", "O", "O", "S", "Br", "Br"],
  "coordinates": [[0.733, -0.259, 0.645], [-0.825, -0.279, -1.557], [-0.865, 1.461, 0.099], [-1.643, -0.819, 0.697], [-0.769, 0.045, -0.137], [1.897, 1.493, 0.425], [1.473, -1.642, -0.172]],
  "forces_ev_per_a": [[-1.1, -1.3, -1.5], [1.1, -0.4, 0.9], [-0.5, 0.2, 0.3], [1.0, 0.9, -0.9], [-4.1, -0.2, 0.7], [2.5, 2.6, 0.4], [1.1, -1.8, 0.1]],
  "mulliken_charge": [-0.24, -0.60, -0.62, -0.64, 1.24, -0.21, 0.07]
}

(3)
{
  "formula": "Br3CuF6P",
  "method": "the ωB97M-V functional and the def2-TZVPD basis",
  "total_charge": -2,
  "multiplicity": 2,
  "mol_weight_g_mol": 448.2,
  "fmax_ev_per_a": 2.8,
  "e_homo_ev": [-2.54, -2.48],
  "s_squared": 0.75,
  "species": ["Cu", "Br", "Br", "Br", "P", "F", "F", "F", "F", "F", "F"],
  "coordinates": [[-9.092, -11.199, 0.568], [-10.848, -9.986, 1.977], [-8.708, -10.023, -1.845], [-6.696, -11.132, 1.533], [-10.577, -13.839, 0.328], [-9.934, -13.030, 1.571], [-12.065, -13.751, 0.758], [-10.809, -12.400, -0.344], [-10.998, -14.700, -1.019], [-8.983, -13.835, -0.056], [-10.397, -15.244, 1.122]],
  "forces_ev_per_a": [[0.7, 1.2, -0.2], [0.4, 0.0, -0.2], [-0.1, -0.5, 1.0], [-1.1, -0.1, -0.5], [1.9, -1.6, -0.6], [-1.3, 0.5, 2.4], [-1.5, -0.3, 1.2], [0.5, 0.5, -1.6], [0.6, 1.0, 0.5], [-0.2, -0.9, -2.1], [0.0, 0.2, 0.0]],
  "mulliken_charge": [0.78, -0.64, -0.61, -0.52, 1.19, -0.38, -0.34, -0.36, -0.37, -0.38, -0.37]
}

(4)
{
  "formula": "Br3HOP",
  "method": "the ωB97M-V functional and the def2-TZVPD basis",
  "total_charge": 1,
  "multiplicity": 3,
  "mol_weight_g_mol": 287.7,
  "fmax_ev_per_a": 3.2,
  "e_homo_ev": [-12.97, -14.73],
  "s_squared": 2.01,
  "species": ["O", "P", "Br", "Br", "Br", "H"],
  "coordinates": [[0.871, -0.934, -0.178], [-0.063, -0.466, -1.260], [1.431, 0.839, -2.393], [-1.502, 1.334, 0.488], [-1.747, 0.452, 2.663], [1.010, -1.224, 0.681]],
  "forces_ev_per_a": [[0.8, 0.3, -1.5], [0.3, 1.8, -1.6], [-1.4, -0.9, 0.8], [0.5, 0.9, -3.1], [-0.3, -1.1, 2.8], [0.1, -1.0, 2.7]],
  "mulliken_charge": [-0.23, 0.57, 0.01, 0.05, 0.20, 0.39]
}

(5)
{
  "formula": "Br3OP",
  "method": "the ωB97M-V functional and the def2-TZVPD basis",
  "relative_energy_ev": 4.130,
  "total_charge": 0,
  "mol_weight_g_mol": 286.7,
  "fmax_ev_per_a": 5.8,
  "e_homo_ev": [-10.20, -10.20],
  "species": ["O", "P", "Br", "Br", "Br"],
  "coordinates": [[2.274, 0.077, 0.024], [0.122, 0.018, -0.009], [-0.846, -1.909, 0.793], [-0.671, 0.300, -2.009], [-0.879, 1.514, 1.202]],
  "forces_ev_per_a": [[-5.8, -0.2, 0.0], [4.7, -0.9, 0.6], [0.8, 1.3, -0.7], [0.1, -0.1, 0.2], [0.2, 0.0, -0.1]],
  "mulliken_charge": [-0.50, 0.58, -0.06, -0.01, -0.01]
}

(6)
{
  "formula": "Br4Ni",
  "method": "the ωB97M-V functional and the def2-TZVPD basis",
  "relative_energy_ev": 0.000,
  "total_charge": -2,
  "multiplicity": 3,
  "mol_weight_g_mol": 378.3,
  "fmax_ev_per_a": 0.1,
  "e_homo_ev": [-1.95, -1.79],
  "s_squared": 2.00,
  "species": ["Ni", "Br", "Br", "Br", "Br"],
  "coordinates": [[-1.085, 8.820, -19.705], [-1.458, 7.961, -17.414], [1.051, 9.998, -19.622], [-1.035, 7.285, -21.629], [-2.824, 10.454, -20.242]],
  "forces_ev_per_a": [[0.0, 0.0, 0.0], [0.0, 0.0, 0.1], [0.1, 0.1, 0.0], [0.0, -0.1, -0.1], [-0.1, 0.1, 0.0]],
  "mulliken_charge": [0.28, -0.59, -0.55, -0.58, -0.56]
}

(7)
{
  "formula": "Br4Pt",
  "method": "the ωB97M-V functional and the def2-TZVPD basis",
  "relative_energy_ev": 0.391,
  "total_charge": -1,
  "multiplicity": 4,
  "mol_weight_g_mol": 514.7,
  "fmax_ev_per_a": 1.5,
  "e_homo_ev": [-5.95, -6.27],
  "s_squared": 3.76,
  "species": ["Pt", "Br", "Br", "Br", "Br"],
  "coordinates": [[-25.169, -11.050, -11.585], [-26.632, -9.783, -9.815], [-25.917, -13.031, -13.110], [-23.161, -12.345, -10.374], [-24.282, -9.059, -13.130]],
  "forces_ev_per_a": [[0.5, 0.1, 0.0], [0.8, -0.8, -1.0], [0.2, 1.1, 0.8], [-1.1, 0.8, -0.6], [-0.5, -1.1, 0.9]],
  "mulliken_charge": [0.94, -0.48, -0.48, -0.49, -0.49]
}

(8)
{
  "formula": "BrClFHSi",
  "method": "the ωB97M-V functional and the def2-TZVPD basis",
  "relative_energy_ev": 4.188,
  "total_charge": 0,
  "mol_weight_g_mol": 163.4,
  "fmax_ev_per_a": 3.2,
  "e_homo_ev": -8.41,
  "species": ["F", "Si", "Cl", "Br", "H"],
  "coordinates": [[-1.058, -0.321, -1.471], [-0.567, -0.155, 0.027], [-0.663, -1.865, 0.865], [2.795, 1.127, 0.533], [-0.507, 1.214, 0.046]],
  "forces_ev_per_a": [[0.1, -0.4, 0.3], [1.8, 0.1, -2.7], [-0.1, -1.1, 1.3], [-1.5, -0.8, -0.3], [-0.2, 2.1, 1.3]],
  "mulliken_charge": [-0.15, 0.73, 0.02, -0.63, 0.03]
}

(9)
{
  "formula": "BrClINO",
  "method": "the ωB97M-V functional and the def2-TZVPD basis",
  "relative_energy_ev": 1.600,
  "total_charge": 0,
  "multiplicity": 3,
  "mol_weight_g_mol": 272.3,
  "fmax_ev_per_a": 1.4,
  "e_homo_ev": [-9.39, -9.86],
  "s_squared": 2.02,
  "species": ["N", "O", "Cl", "Br", "I"],
  "coordinates": [[0.399, 0.249, 0.743], [0.436, -0.606, -0.171], [-0.774, -0.574, -1.533], [-1.224, 0.878, 1.580], [0.784, 2.712, -0.676]],
  "forces_ev_per_a": [[0.9, -0.3, -0.1], [-0.6, 0.1, 1.3], [-0.4, 0.1, -0.4], [0.0, -0.5, -0.6], [0.0, 0.6, -0.2]],
  "mulliken_charge": [-0.05, -0.05, -0.01, 0.05, 0.06]
}

(10)
{
  "formula": "BrClIO3P",
  "method": "the ωB97M-V functional and the def2-TZVPD basis",
  "relative_energy_ev": 0.135,
  "total_charge": 0,
  "mol_weight_g_mol": 321.2,
  "fmax_ev_per_a": 2.4,
  "e_homo_ev": -10.11,
  "species": ["O", "O", "O", "P", "Cl", "Br", "I"],
  "coordinates": [[0.469, 0.250, 1.670], [-0.176, 1.335, -0.618], [0.790, -1.026, -0.576], [-0.034, 0.083, 0.332], [1.011, 2.635, -0.495], [0.289, -2.737, -0.194], [-2.350, -0.540, -0.118]],
  "forces_ev_per_a": [[0.2, 0.2, 0.8], [1.2, 2.0, -0.7], [-0.7, 0.8, 0.5], [-0.6, -1.7, -1.0], [-0.8, -1.2, 0.0], [0.5, -0.2, 0.0], [0.1, 0.2, 0.4]],
  "mulliken_charge": [-0.54, -0.23, -0.27, 0.78, 0.07, 0.13, 0.06]
}

(11)
{
  "formula": "BrClN2O2",
  "method": "the ωB97M-V functional and the def2-TZVPD basis",
  "relative_energy_ev": 0.941,
  "total_charge": 0,
  "mol_weight_g_mol": 175.4,
  "fmax_ev_per_a": 2.0,
  "e_homo_ev": [-9.62, -10.05],
  "species": ["N", "N", "O", "O", "Cl", "Br"],
  "coordinates": [[-1.269, -0.005, 0.926], [0.399, -0.100, -0.580], [0.531, -1.171, -1.059], [0.867, 0.982, -0.495], [-0.458, -1.203, 1.878], [-1.234, 1.732, 1.706]],
  "forces_ev_per_a": [[0.2, -0.1, 0.3], [-1.6, 0.5, 1.2], [0.8, 0.9, -0.3], [0.9, -0.8, -1.1], [-0.5, 0.6, 0.2], [0.2, -1.0, -0.2]],
  "mulliken_charge": [-0.16, 0.84, -0.39, -0.39, 0.01, 0.09]
}

(12)
{
  "formula": "BrCu",
  "method": "the ωB97M-V functional and the def2-TZVPD basis",
  "relative_energy_ev": 0.025,
  "total_charge": 1,
  "multiplicity": 2,
  "mol_weight_g_mol": 143.4,
  "fmax_ev_per_a": 0.8,
  "e_homo_ev": [-17.06, -16.74],
  "s_squared": 0.75,
  "species": ["Cu", "Br"],
  "coordinates": [[-0.973, -0.680, 0.392], [0.973, 0.680, -0.392]],
  "forces_ev_per_a": [[0.6, 0.4, -0.2], [-0.6, -0.4, 0.2]],
  "mulliken_charge": [0.70, 0.30]
}

(13)
{
  "formula": "BrFe2",
  "method": "the ωB97M-V functional and the def2-TZVPD basis",
  "total_charge": 5,
  "multiplicity": 11,
  "mol_weight_g_mol": 191.6,
  "fmax_ev_per_a": 4.7,
  "e_homo_ev": [-41.78, -39.68],
  "s_squared": 30.02,
  "species": ["Fe", "Fe", "Br"],
  "coordinates": [[0.543, 1.719, 1.609], [-0.183, -2.076, -0.833], [-0.360, 0.357, -0.776]],
  "forces_ev_per_a": [[1.1, 2.8, 3.0], [-0.1, -4.5, -1.2], [-0.9, 1.7, -1.9]],
  "mulliken_charge": [2.03, 1.80, 1.17]
}